a:
A cluster of 3 separate species, C3H13N2O3 in total. Source: the Open Molecules 2025 dataset; level of theory: ωB97M-V/def2-TZVPD.

```
21
C3H13N2O3 (ωB97M-V/def2-TZVPD)
N 1.188 -0.268 0.645
C 0.398 0.741 -0.103
C 1.287 1.575 -1.006
C -0.748 0.153 -0.918
N -1.856 0.922 -1.076
O -0.569 -0.811 -1.631
H 1.327 -1.084 0.031
H 0.704 -0.557 1.511
H 2.104 0.093 0.913
H -0.025 1.408 0.650
H 0.993 1.592 -2.052
H 2.297 1.162 -1.117
H 1.423 2.618 -0.716
H -2.653 0.525 -1.532
H -2.067 1.638 -0.398
H -0.355 1.309 3.123
H 0.562 0.058 3.755
O 0.262 0.594 3.017
H -0.323 -2.815 -0.864
H -0.619 -3.150 0.604
O -0.157 -2.528 0.031
```

Values from the calculation:
- spin multiplicity = 1
- LUMO energy (eV) = -3.12
- total charge = +1

---

b:
A cluster of 3 separate species, C3H13N2O3 in total. Source: the Open Molecules 2025 dataset; level of theory: ωB97M-V/def2-TZVPD.

```
21
C3H13N2O3 (ωB97M-V/def2-TZVPD)
C -1.843 0.352 1.087
C -0.628 -0.402 1.167
C 0.711 0.176 1.464
N 1.800 -0.661 1.143
O 0.906 1.393 0.668
N -2.446 0.072 -0.269
H -1.649 1.425 1.086
H -2.553 0.020 1.818
H 0.851 0.346 2.545
H -0.740 -1.380 1.645
H 2.243 -1.131 1.914
H 2.236 -0.652 0.232
H -1.722 -0.307 -0.891
H 0.095 1.394 0.169
H -3.192 -0.612 -0.256
H 2.673 0.588 -2.477
H 1.968 1.184 -1.175
O 2.167 0.393 -1.685
H -0.535 -1.012 -3.430
H 0.272 -0.601 -2.185
O -0.614 -0.585 -2.571
```

Values from the calculation:
- spin multiplicity = 1
- LUMO energy (eV) = -7.56
- total charge = +1

---

Taking the most stable structure as the zero point, the relative energies in kJ/mol are a 0.0; b 435.7.

---

a:
A cluster of 2 separate species, CH5S3 in total. Source: the Open Molecules 2025 dataset; level of theory: ωB97M-V/def2-TZVPD.

```
9
CH5S3 (ωB97M-V/def2-TZVPD)
S 0.490 2.418 -1.913
H 1.061 2.842 -0.659
C 0.080 -1.231 1.251
S 0.009 -1.458 -0.654
S -1.550 -0.167 -1.149
H -0.885 -1.034 1.569
H 0.819 -0.429 1.344
H 0.363 -2.230 1.624
H -0.389 1.288 -1.413
```

Values from the calculation:
- spin multiplicity = 1
- LUMO energy (eV) = 3.64
- total charge = -1

---

b:
A cluster of 2 separate species, CH5S3 in total. Source: the Open Molecules 2025 dataset; level of theory: ωB97M-V/def2-TZVPD.

```
9
CH5S3 (ωB97M-V/def2-TZVPD)
S 2.936 0.129 1.529
H 3.246 -1.078 1.061
C -2.017 -0.015 -0.282
S -0.484 -0.670 -1.088
S 0.855 0.890 -1.141
H -2.636 0.387 -1.073
H -2.422 -0.948 0.098
H -1.738 0.669 0.507
H 2.260 0.638 0.390
```

Values from the calculation:
- spin multiplicity = 1
- LUMO energy (eV) = 3.63
- total charge = -1

---

Taking the most stable structure as the zero point, the relative energies in kJ/mol are a 22.5; b 0.0.

---

a:
A cluster of 2 separate species, C4H14N in total. Source: the Open Molecules 2025 dataset; level of theory: ωB97M-V/def2-TZVPD.

```
19
C4H14N (ωB97M-V/def2-TZVPD)
C 3.153 -0.206 -0.104
N 1.973 0.642 -0.476
H 3.482 0.059 0.892
H 2.952 -1.271 -0.146
H 3.932 -0.075 -0.847
H 1.635 1.246 0.273
H 1.157 0.091 -0.754
H 2.223 1.229 -1.267
C -1.390 0.877 0.838
C -1.415 -0.561 0.349
C -2.641 -0.895 -0.493
H -0.776 1.136 1.696
H -2.398 1.234 1.064
H -1.172 1.493 -0.047
H -1.497 -1.306 1.156
H -0.463 -0.842 -0.121
H -2.636 -1.956 -0.731
H -3.563 -0.606 -0.008
H -2.574 -0.340 -1.438
```

Values from the calculation:
- spin multiplicity = 1
- LUMO energy (eV) = -3.85
- total charge = +1

---

b:
A cluster of 2 separate species, C4H14N in total. Source: the Open Molecules 2025 dataset; level of theory: ωB97M-V/def2-TZVPD.

```
19
C4H14N (ωB97M-V/def2-TZVPD)
C -2.394 0.900 -1.455
N -1.884 -0.412 -1.041
H -3.187 0.740 -2.181
H -1.696 1.583 -1.959
H -2.735 1.597 -0.682
H -2.432 -0.872 -0.313
H -1.737 -1.072 -1.810
H -0.877 -0.412 -0.736
C 1.386 -0.566 2.170
C 1.621 -0.749 0.654
C 1.598 0.559 -0.155
H 0.392 -0.097 2.326
H 1.563 -1.466 2.735
H 2.015 0.239 2.566
H 2.593 -1.237 0.607
H 0.915 -1.505 0.284
H 1.812 0.403 -1.211
H 2.351 1.212 0.258
H 0.695 1.153 -0.059
```

Values from the calculation:
- spin multiplicity = 1
- LUMO energy (eV) = -3.93
- total charge = +1

---

Taking the most stable structure as the zero point, the relative energies in kJ/mol are a 0.0; b 16.3.

---

a:
A cluster of 2 separate species, CH4OS2 in total. Source: the Open Molecules 2025 dataset; level of theory: ωB97M-V/def2-TZVPD.

```
8
CH4OS2 (ωB97M-V/def2-TZVPD)
O 1.861 -1.224 0.412
C 1.550 -0.237 -0.403
S 1.735 1.335 -0.065
H 2.211 -0.872 1.251
H 1.151 -0.585 -1.350
S -2.338 0.870 0.170
H -3.645 1.081 0.265
H -2.524 -0.367 -0.279
```

Values from the calculation:
- spin multiplicity = 1
- LUMO energy (spin up / spin down) (eV) = 0.34 / 0.34
- total charge = 0
- SMILES = OC=S.S

---

b:
A cluster of 2 separate species, CH4OS2 in total. Source: the Open Molecules 2025 dataset; level of theory: ωB97M-V/def2-TZVPD.

```
8
CH4OS2 (ωB97M-V/def2-TZVPD)
C -0.274 0.662 -1.693
O 0.112 -0.376 -2.358
S 0.097 -0.258 1.763
S -0.750 -1.591 -3.068
H 0.635 1.109 -1.229
H -1.359 0.977 -1.502
H 1.107 -0.555 0.940
H -0.248 -1.440 2.294
```

Values from the calculation:
- spin multiplicity = 1
- LUMO energy (spin up / spin down) (eV) = -0.90 / -1.09
- total charge = 0

---

Taking the most stable structure as the zero point, the relative energies in kJ/mol are a 0.0; b 284.7.

---

a:
A cluster of 2 separate species, C4H10NO in total. Source: the Open Molecules 2025 dataset; level of theory: ωB97M-V/def2-TZVPD.

```
16
C4H10NO (ωB97M-V/def2-TZVPD)
C -1.623 1.588 1.829
C -0.391 1.372 1.093
C -0.392 -1.552 -0.901
C 2.356 -0.726 -1.686
N 0.509 -0.661 -0.163
O 1.649 -0.273 -0.720
H -2.534 1.000 1.411
H -1.698 1.288 2.928
H -0.300 1.742 0.032
H 0.369 0.731 1.463
H -0.872 -2.102 -0.121
H -0.944 -0.952 -1.631
H 0.158 -2.265 -1.500
H 3.409 -0.258 -1.608
H -1.885 2.670 1.715
H 2.191 -1.601 -2.142
```

Values from the calculation:
- spin multiplicity = 3
- LUMO energy (spin up / spin down) (eV) = -6.83 / -6.88
- total charge = +1

---

b:
A cluster of 2 separate species, C4H10NO in total. Source: the Open Molecules 2025 dataset; level of theory: ωB97M-V/def2-TZVPD.

```
16
C4H10NO (ωB97M-V/def2-TZVPD)
C -1.522 1.557 0.351
C -1.085 0.298 0.355
C -0.014 -1.766 -0.610
C 1.912 0.594 -0.664
N -0.413 -0.363 -0.719
O 2.219 0.720 0.617
H -2.128 1.993 1.146
H -1.473 2.284 -0.412
H -1.247 -0.188 1.306
H 0.648 -1.969 -1.558
H 0.551 -1.816 0.234
H -0.843 -2.569 -0.746
H 1.560 1.411 -1.170
H 2.261 -0.274 -1.166
H -0.906 0.052 -1.499
H 1.548 1.252 1.068
```

Values from the calculation:
- spin multiplicity = 3
- LUMO energy (spin up / spin down) (eV) = -3.84 / -8.09
- total charge = +1

---

Taking the most stable structure as the zero point, the relative energies in kJ/mol are a 318.2; b 0.0.

---

a:
A cluster of 2 separate species, C2H10N2O in total. Source: the Open Molecules 2025 dataset; level of theory: ωB97M-V/def2-TZVPD.

```
15
C2H10N2O (ωB97M-V/def2-TZVPD)
C -0.263 1.036 -1.369
N -1.020 0.216 -0.451
C -0.628 0.389 0.949
N -0.855 -0.751 1.795
H 0.767 0.674 -1.427
H -0.624 0.908 -2.395
H -0.245 2.103 -1.084
H -2.008 0.422 -0.540
H -1.127 1.267 1.377
H 0.425 0.656 0.983
H -1.836 -0.999 1.813
H -0.315 -1.541 1.455
H 3.048 -2.099 -0.234
H 1.875 -1.067 -0.320
O 2.806 -1.213 -0.554
```

Values from the calculation:
- spin multiplicity = 2
- LUMO energy (spin up / spin down) (eV) = 4.26 / 4.12
- total charge = -1

---

b:
A cluster of 2 separate species, C2H10N2O in total. Source: the Open Molecules 2025 dataset; level of theory: ωB97M-V/def2-TZVPD.

```
15
C2H10N2O (ωB97M-V/def2-TZVPD)
C -0.183 2.257 -1.345
O -0.707 0.966 -1.052
H -0.045 2.871 -0.457
H -0.872 2.738 -2.046
H 0.796 2.135 -1.822
H -1.287 0.661 -1.789
N 1.151 -1.570 -0.019
C 0.674 -1.123 1.308
N -0.749 -0.837 1.313
H 0.743 -0.997 -0.740
H 0.578 -2.405 -0.149
H 1.335 -0.296 1.594
H 0.889 -1.970 1.963
H -1.076 -0.546 2.224
H -1.003 -0.218 0.536
```

Values from the calculation:
- spin multiplicity = 2
- LUMO energy (spin up / spin down) (eV) = 4.13 / 3.95
- total charge = -1

---

Taking the most stable structure as the zero point, the relative energies in kJ/mol are a 0.0; b 14.5.